(1)
110
Properties=species:S:1:pos:R:3:lowdin_charge:R:1 method="wB97M-V/def2-TZVPD" charge=0 smiles=c1ccncc1.c1ccncc1.c1ccncc1.c1ccncc1.c1ccncc1.c1ccncc1.c1ccncc1.c1ccncc1.c1ccncc1.c1ccncc1 lumo_ev=0.386 e_above_lowest_kj_mol=284.85 homo_lumo_gap_ev=9.62
C -6.47927 -0.70324 0.09495 -0.059
C -7.42953 -0.20714 -0.84781 -0.062
C -7.01459 0.11875 -2.15444 -0.135
N -5.73223 -0.12296 -2.52023 0.053
C -4.88593 -0.78326 -1.68320 -0.142
C -5.17138 -0.99521 -0.34891 -0.084
H -6.72046 -0.87165 1.13411 0.097
H -8.45800 0.02082 -0.60973 0.089
H -7.67449 0.57881 -2.87505 0.096
H -3.87050 -0.84578 -2.04569 0.062
H -4.49662 -1.37785 0.40255 0.069
C 1.31722 -4.75212 1.27754 -0.064
C 1.64212 -6.05373 1.05096 -0.099
C 2.80738 -6.35359 0.37269 -0.133
N 3.68162 -5.39482 -0.10175 0.057
C 3.33397 -4.09554 0.13803 -0.157
C 2.21236 -3.71192 0.86558 -0.061
H 0.45165 -4.42369 1.83371 0.088
H 0.99362 -6.83869 1.41106 0.103
H 3.02482 -7.38508 0.13784 0.096
H 4.06280 -3.33490 -0.09993 0.067
H 2.10260 -2.72988 1.30142 0.086
C 1.21518 -0.16622 -0.70657 -0.081
C 0.03632 0.48729 -0.41793 -0.092
C -1.13272 0.09009 -1.06014 -0.124
N -1.16653 -0.98316 -1.91226 0.069
C -0.02819 -1.62763 -2.11699 -0.156
C 1.19077 -1.30788 -1.52543 -0.058
H 2.13383 0.02938 -0.17345 0.074
H -0.03089 1.39377 0.16532 0.087
H -2.02759 0.69095 -0.99255 0.080
H -0.09478 -2.47979 -2.77713 0.086
H 2.10287 -1.88163 -1.59808 0.090
C 1.73078 4.48916 4.93966 -0.092
C 2.29377 3.44472 5.62907 -0.093
C 2.58997 2.26574 4.97684 -0.142
N 2.32298 2.08845 3.64451 0.055
C 1.88793 3.20786 2.94340 -0.114
C 1.62189 4.43464 3.55777 -0.070
H 1.32231 5.33465 5.47323 0.106
H 2.37607 3.57924 6.69749 0.102
H 2.91907 1.39696 5.52758 0.097
H 1.74219 3.09373 1.87938 0.069
H 1.15513 5.24164 3.01254 0.092
C 6.66502 -0.78590 2.40203 -0.065
C 6.67430 -1.08223 1.01901 -0.068
C 5.50012 -1.12370 0.23726 -0.170
N 4.31110 -0.75255 0.78768 0.048
C 4.30418 -0.34047 2.12654 -0.098
C 5.44329 -0.42562 2.98143 -0.059
H 7.57170 -0.92960 2.97096 0.101
H 7.58124 -1.22415 0.45005 0.095
H 5.55153 -1.37199 -0.81255 0.097
H 3.33677 -0.04034 2.50130 0.067
H 5.29795 -0.29093 4.04310 0.093
C -2.12218 2.77276 2.90368 -0.084
C -1.99567 3.46747 1.72979 -0.081
C -2.70491 3.03675 0.65200 -0.160
N -3.52084 1.96565 0.66521 0.077
C -3.61115 1.23725 1.84092 -0.112
C -2.93196 1.65142 3.01569 -0.063
H -1.61668 2.99654 3.83147 0.104
H -1.42776 4.38520 1.77030 0.091
H -2.67087 3.63966 -0.24340 0.088
H -4.22928 0.35164 1.84285 0.077
H -2.80478 1.02093 3.88328 0.099
C -0.74649 4.09403 -2.15141 -0.062
C 0.38155 3.39760 -1.86285 -0.107
C 1.17226 3.76785 -0.80182 -0.140
N 0.85575 4.83238 0.00466 0.070
C -0.19513 5.65156 -0.40385 -0.151
C -1.03047 5.31139 -1.43754 -0.079
H -1.38907 3.82424 -2.97646 0.110
H 0.78707 2.57364 -2.43122 0.086
H 2.06261 3.18672 -0.61217 0.104
H -0.47279 6.44310 0.27642 0.098
H -1.92782 5.87748 -1.63932 0.103
C -1.49216 -1.47071 2.42410 -0.057
C -2.26922 -2.60228 2.15224 -0.094
C -2.27819 -3.63874 3.01275 -0.143
N -1.59610 -3.59339 4.22540 0.070
C -0.89648 -2.45964 4.47761 -0.173
C -0.75182 -1.45517 3.60278 -0.091
H -1.60783 -0.62322 1.76472 0.077
H -2.86524 -2.63925 1.25235 0.090
H -2.86789 -4.50296 2.74483 0.103
H -0.36080 -2.49435 5.41475 0.103
H -0.09326 -0.63080 3.83326 0.102
C 3.00356 1.55084 -3.53409 -0.096
C 3.88820 0.93148 -2.64692 -0.075
C 4.99753 1.66324 -2.20702 -0.139
N 5.29264 2.89584 -2.68326 0.042
C 4.54342 3.46524 -3.66257 -0.118
C 3.35665 2.79512 -4.07003 -0.076
H 2.19781 0.98567 -3.97878 0.105
H 3.76413 -0.07025 -2.26279 0.076
H 5.71992 1.25622 -1.51500 0.088
H 4.86079 4.39480 -4.11157 0.097
H 2.79912 3.22604 -4.88848 0.094
C -3.58043 -2.42915 -4.53363 -0.083
C -2.54852 -3.37866 -4.76497 -0.065
C -2.79115 -4.38877 -5.69893 -0.133
N -4.07637 -4.62703 -6.19001 0.043
C -5.03622 -3.67382 -5.92682 -0.139
C -4.79108 -2.51646 -5.17265 -0.084
H -3.31532 -1.63059 -3.85656 0.067
H -1.61789 -3.45799 -4.22271 0.075
H -2.03764 -5.11121 -5.97588 0.091
H -5.98183 -3.70764 -6.44748 0.092
H -5.52473 -1.73922 -5.01753 0.090

=====

(2)
80
Properties=species:S:1:pos:R:3:lowdin_charge:R:1 method="wB97M-V/def2-TZVPD" charge=+1 lumo_ev=-4.754 e_above_lowest_kj_mol=981.50 homo_lumo_gap_ev=6.42
C -1.28660 -3.34551 1.18126 -0.127
C -1.26550 -1.92297 2.06159 -0.199
C -2.14508 -0.82881 1.23104 -0.295
C -3.58929 -0.65431 2.03359 -0.124
C -1.40186 0.57456 0.86407 -0.188
C -2.21861 2.00754 1.01405 -0.560
I -2.63619 2.73840 3.08162 0.873
N -1.20044 3.07986 0.57157 0.011
C 0.02825 2.56925 0.93569 0.094
C -0.03443 1.04679 1.62632 -0.209
O 1.22612 0.34228 1.21728 -0.180
C 2.41122 1.08011 1.68160 -0.188
C 3.77527 0.12096 1.81629 -0.152
N 4.52852 0.31920 0.49213 -0.125
C 6.02265 0.16372 0.67053 -0.183
C 6.65270 -0.23345 -0.81957 -0.355
C 8.05234 0.54344 -1.17255 -0.088
O 6.78390 -1.72307 -0.89575 -0.129
H -0.79413 -4.24156 1.74966 0.088
H -2.42704 -3.59458 0.94833 0.081
H -0.79893 -3.11041 0.13099 0.083
H -0.13462 -1.67070 2.20994 0.108
H -1.83223 -2.19052 3.07632 0.118
H -2.43616 -1.34142 0.19268 0.139
H -4.27148 0.16652 1.49893 0.077
H -4.20607 -1.66653 2.07052 0.094
H -3.41400 -0.26119 3.13589 0.043
H -1.00647 0.38636 -0.24521 0.162
H -3.22496 2.01432 0.37592 0.132
H -1.39264 4.00091 0.11231 0.186
H 0.95309 3.24434 0.69463 0.159
H 0.00013 1.02366 2.81173 0.168
H 2.74845 1.95705 0.94481 0.112
H 2.20686 1.63202 2.72022 0.138
H 4.44817 0.63989 2.63974 0.136
H 3.52280 -0.99924 2.04346 0.137
H 4.24322 -0.42245 -0.20080 0.116
H 6.28236 -0.73326 1.40524 0.134
H 6.55678 1.12005 1.11637 0.130
H 5.85067 0.12085 -1.61041 0.121
H 8.62905 0.92793 -0.20455 0.089
H 7.77090 1.45311 -1.88436 0.066
H 8.82272 -0.15850 -1.73477 0.089
H 6.88404 -2.00859 -1.85695 0.111
C 2.79213 3.02081 -1.94431 -0.105
C 4.29444 2.93783 -2.15960 -0.186
N 5.54082 2.86908 -2.33830 0.118
H 2.57264 3.67497 -1.09599 0.056
H 2.30893 3.42343 -2.83879 0.054
H 2.38931 2.02498 -1.73964 0.044
C -2.08646 -0.04603 -3.49790 -0.251
C -0.89177 0.84825 -3.20955 -0.171
N 0.09934 1.59023 -2.97022 0.076
H -1.96495 -1.00615 -2.98884 0.094
H -3.00394 0.43151 -3.14310 0.098
H -2.16959 -0.22155 -4.57405 0.052
C -5.63218 -2.42832 -5.14651 -0.042
C -4.35027 -1.72416 -4.73295 -0.004
N -3.28677 -1.13998 -4.38971 0.008
H -5.42267 -3.47495 -5.38406 0.087
H -6.35996 -2.38698 -4.33145 0.084
H -6.05723 -1.94118 -6.02847 0.086
C -4.84494 -4.10353 4.24981 -0.110
C -4.37582 -5.26603 3.39034 -0.212
N -3.98649 -6.23046 2.67730 0.088
H -5.04648 -4.44969 5.26731 0.078
H -4.07337 -3.32942 4.28332 0.033
H -5.76029 -3.67605 3.83123 0.069
C -7.44881 -1.07196 6.13379 -0.068
C -5.94650 -1.15493 5.91850 -0.187
N -4.70012 -1.22368 5.73980 0.098
H -7.66830 -0.41779 6.98211 0.081
H -7.93201 -0.66934 5.23931 0.078
H -7.85163 -2.06778 6.33846 0.080
C 4.04928 3.89568 -5.76033 -0.095
C 3.99379 4.69270 -7.05332 -0.211
N 3.94768 5.35385 -8.12611 0.086
H 3.28585 4.25770 -5.06616 0.057
H 3.86951 2.83704 -5.96685 0.077
H 5.03340 4.00586 -5.29644 0.069

=====

(3)
15
Properties=species:S:1:pos:R:3:nbo_charge:R:1 method="wB97M-V/def2-TZVPD" charge=0 lumo_ev="-1.145 / -1.148" e_above_lowest_kj_mol=386.31 homo_lumo_gap_ev="7.02 / 7.02"
N 1.46189 1.97135 0.59763 -1.093
S 0.87050 0.83242 -0.46428 2.260
O 2.09494 0.36426 -1.01303 -0.958
O -0.23734 1.32969 -1.22794 -0.909
C 0.51009 -0.63409 0.68900 -0.424
C -0.12213 -1.71106 0.17293 -0.304
C -1.23343 -1.54424 -0.79376 -0.018
N -2.25724 -0.71337 -0.75708 -0.178
N -2.40070 0.02959 0.23065 -0.354
S -1.56896 0.79103 1.19306 0.450
H 0.69162 2.67340 0.63175 0.399
H 2.40355 2.32518 0.42108 0.426
H 1.26952 -0.63388 1.47746 0.251
H -0.03478 -2.79398 0.39731 0.247
H -1.44753 -2.28631 -1.55479 0.205

=====

(4)
80
Properties=species:S:1:pos:R:3:lowdin_charge:R:1 method="wB97M-V/def2-TZVPD" charge=+2 multiplicity=6 lumo_ev="-6.097 / -9.767" e_above_lowest_kj_mol=112.25 homo_lumo_gap_ev="5.94 / 2.29" s2=8.803
Pd -1.12753 -0.32371 -0.43065 0.678
S -2.15753 1.13559 1.27465 0.866
C -2.51373 -0.37241 2.05875 -0.708
C -3.22783 -0.42671 3.25295 -0.050
C -3.51983 -1.67011 3.78405 -0.012
C -3.10913 -2.80761 3.09605 -0.002
C -2.39673 -2.66001 1.91355 -0.098
N -2.08283 -1.47051 1.41985 -0.042
H -3.54133 0.49339 3.72015 0.120
H -4.07453 -1.74731 4.70715 0.127
H -3.33433 -3.79581 3.46155 0.122
H -2.06873 -3.51951 1.34385 0.116
F 3.58677 -1.54631 -2.94645 0.167
C 2.48547 -0.79571 -3.00215 -0.186
C 1.47447 -1.02131 -2.07455 -0.017
C 0.33257 -0.25451 -2.13475 -0.085
C 0.16787 0.74709 -3.10355 -0.061
C 1.22827 0.95549 -3.99745 -0.165
F 1.15827 1.94359 -4.89875 0.122
C 2.38447 0.19949 -3.95785 0.131
C -1.07243 1.52389 -3.06735 -0.184
C -1.54903 2.33639 -4.10045 0.055
C -2.71973 3.04839 -3.91945 0.005
C -3.41113 2.93239 -2.72205 0.014
C -2.90693 2.07359 -1.76195 -0.131
N -1.77773 1.40069 -1.92915 0.040
H 1.60857 -1.80681 -1.34005 0.105
H 3.19187 0.38579 -4.64755 0.158
H -1.01243 2.40629 -5.03195 0.127
H -3.09413 3.68459 -4.70495 0.131
H -4.31423 3.48749 -2.53655 0.129
H -3.42653 1.93499 -0.81945 0.067
C -4.14843 -2.21201 -4.76555 -0.003
C -3.23063 -2.38541 -3.62075 -0.278
C -2.30283 -3.36981 -3.33165 0.040
C -1.71833 -3.00891 -2.11335 -0.339
N -2.26473 -1.87421 -1.67335 -0.017
N -3.15983 -1.49671 -2.60625 0.043
C -0.67533 -3.72521 -1.33455 -0.027
H -4.34383 -3.16951 -5.24005 0.096
H -3.70373 -1.55131 -5.51015 0.091
H -5.08893 -1.76971 -4.44465 0.089
H -2.06883 -4.23471 -3.91675 0.124
H -3.74843 -0.68811 -2.46215 0.157
H -1.04913 -4.69551 -1.00505 0.096
H -0.39693 -3.12711 -0.45885 0.047
H 0.20107 -3.90821 -1.95515 0.089
C 1.71527 -2.01341 1.93165 -0.209
Ge 0.86237 -0.23711 1.39465 0.993
C 0.43277 0.73069 3.15135 -0.355
C 0.07097 2.07239 3.11545 -0.165
C -0.46623 2.67319 4.24265 -0.063
C -0.61753 1.94089 5.40805 -0.058
C -0.24593 0.60829 5.44385 -0.055
C 0.29247 0.00119 4.31885 -0.115
C 2.31827 1.09709 0.83255 -0.241
C 2.04067 1.82679 -0.30545 -0.155
C 3.05967 2.49099 -0.98605 -0.083
C 4.33637 2.49659 -0.47105 -0.015
C 4.62767 1.86619 0.75155 -0.158
C 5.91467 1.91479 1.32885 -0.015
C 6.15697 1.39879 2.57865 -0.057
C 5.11887 0.79399 3.29225 -0.052
C 3.85757 0.70609 2.74525 -0.039
C 3.57987 1.19199 1.45665 -0.177
H 2.53607 -1.85231 2.62255 0.018
H 2.09747 -2.52931 1.05535 0.002
H 0.97027 -2.65341 2.39985 0.006
H 0.20377 2.65469 2.21325 0.093
H -0.74963 3.71389 4.20645 0.115
H -1.00853 2.41539 6.29475 0.115
H -0.36673 0.02999 6.34605 0.114
H 0.58377 -1.03821 4.35735 0.099
H 1.02927 1.83989 -0.70575 0.068
H 2.84167 3.00439 -1.90975 0.101
H 5.12267 3.03639 -0.97665 0.119
H 6.71987 2.35679 0.76085 0.118
H 7.14167 1.46579 3.01525 0.113
H 5.30887 0.40359 4.27975 0.111
H 3.03357 0.33879 3.34355 0.086

=====

(5)
21
Properties=species:S:1:pos:R:3:nbo_charge:R:1 method="wB97M-V/def2-TZVPD" charge=0 lumo_ev="0.159 / -0.104" e_above_lowest_kj_mol=498.96 homo_lumo_gap_ev="8.32 / 8.14"
C -1.90096 -0.99675 1.44016 -0.205
C -0.56234 -1.00815 0.97226 -0.365
C -2.62063 0.20398 1.45601 -0.215
C -0.72780 2.56993 -0.54336 -0.047
C -0.77895 1.35694 0.17926 -0.253
C -0.13334 0.12098 0.34737 0.197
C -2.10228 1.32347 0.72982 0.102
C 2.84761 -1.28344 -0.99712 -0.731
C 2.40534 0.11306 -0.62173 0.374
N -2.73630 2.46891 0.38693 -0.270
N -1.87358 3.17634 -0.26432 -0.260
F 2.38672 0.95337 -1.67789 -0.363
Br 3.41370 1.07374 0.76843 -0.009
H -2.36971 -1.77145 2.00839 0.221
H 0.20608 -1.87304 0.81055 0.241
H -3.66232 0.28485 1.81892 0.231
H 0.04428 3.16701 -1.05561 0.232
H 2.42308 -2.01671 -0.41460 0.232
H 2.56293 -1.54664 -2.08121 0.242
H 3.96897 -1.33313 -1.03872 0.235
H -2.17632 3.95987 -0.82802 0.410

=====

(6)
62
Properties=species:S:1:pos:R:3:nbo_charge:R:1 method="wB97M-V/def2-TZVPD" charge=+2 multiplicity=2 lumo_ev="-8.113 / -7.530" e_above_lowest_kj_mol=14.28 homo_lumo_gap_ev="7.17 / 7.75" s2=0.764
V -0.55583 0.33187 0.91812 1.611
O 4.28601 0.66038 4.11749 -0.639
C 4.62513 0.68911 2.83650 0.777
O 5.75610 0.77937 2.46536 -0.513
C 3.51823 0.60120 1.81935 -0.222
C 3.71762 0.58368 0.43621 0.201
Cl 5.13290 0.65219 -0.45930 0.199
N 2.51298 0.50093 -0.17396 -0.183
N 1.53111 0.47598 0.74462 -0.317
C 2.13358 0.52058 1.93634 0.061
C 1.20214 0.41306 3.08449 0.785
O 1.49082 0.37436 4.23763 -0.478
O -0.07754 0.34589 2.63058 -0.682
C 2.27704 0.37752 -1.58873 0.159
C 2.67200 -0.79299 -2.21849 -0.229
C 2.54808 -0.88824 -3.59760 -0.196
C 2.02784 0.17455 -4.32625 -0.188
C 1.62300 1.33556 -3.67792 -0.200
C 1.75533 1.44755 -2.29878 -0.241
H 3.32761 0.60380 4.28380 0.506
H 3.11236 -1.60059 -1.64613 0.242
H 2.88611 -1.78290 -4.10361 0.245
H 1.95993 0.10734 -5.40415 0.246
H 1.24600 2.17440 -4.24783 0.244
H 1.49598 2.36879 -1.79677 0.242
C -3.03327 0.75102 2.34539 -0.426
N -2.66691 0.19219 1.00602 -0.452
C -3.28068 -1.15229 0.89773 -0.416
C -3.20369 1.07621 -0.06851 -0.249
C -2.29998 2.26735 -0.19043 -0.023
C -2.72565 3.50318 -0.64557 -0.199
C -1.82967 4.56580 -0.67250 -0.117
C -0.51621 4.40801 -0.23602 -0.196
C -0.08071 3.17171 0.20570 -0.182
C -0.96734 2.08454 0.21266 -0.341
H -4.11978 0.79915 2.43518 0.227
H -2.62268 1.75229 2.45811 0.233
H -2.63096 0.10720 3.12313 0.240
H -4.36357 -1.06765 1.00628 0.230
H -2.89611 -1.79334 1.68829 0.228
H -3.05707 -1.58852 -0.07392 0.208
H -4.23420 1.35538 0.16508 0.237
H -3.22087 0.49973 -0.99669 0.228
H -3.75332 3.65297 -0.95275 0.242
H -2.16538 5.53587 -1.01460 0.248
H 0.15708 5.25458 -0.23073 0.247
H 0.93774 3.06058 0.55811 0.222
C -1.25920 -5.32855 0.98943 -0.599
C -0.06237 -4.37371 1.00319 -0.465
C -0.25925 -3.19616 0.11035 0.153
N -0.30847 -1.97032 0.49647 -0.323
N -0.52119 -1.08212 -0.52799 -0.454
C -0.63506 -1.63416 -1.71481 0.293
N -0.87615 -0.95227 -2.83422 -0.755
S -0.48782 -3.35399 -1.61679 0.474
H -1.05634 -6.17702 1.63895 0.253
H -1.45462 -5.71880 -0.01021 0.217
H -2.16225 -4.83527 1.34877 0.215
H 0.84259 -4.89982 0.69093 0.253
H 0.11803 -3.98372 2.00506 0.252
H -0.66852 0.03772 -2.84506 0.432
H -0.84064 -1.42120 -3.72498 0.433

=====

(7)
36
Properties=species:S:1:pos:R:3:nbo_charge:R:1 method="wB97M-V/def2-TZVPD" charge=0 smiles=O.O.O.O.O.O.O.O.O.O.O.O lumo_ev=-0.088 e_above_lowest_kj_mol=130.78 homo_lumo_gap_ev=10.00
O 17.64736 -8.11955 6.34702 -0.971
H 17.17184 -8.32203 7.16055 0.484
H 18.58327 -8.17872 6.58426 0.494
O 21.09824 -4.41207 5.35520 -0.980
H 21.76198 -3.84854 4.94360 0.474
H 21.05920 -5.20230 4.79059 0.504
O 21.92546 -5.81181 2.06028 -0.987
H 22.75805 -5.34745 1.92569 0.474
H 21.24949 -5.23122 1.65893 0.507
O 18.90037 -3.87901 3.61027 -0.961
H 19.49836 -3.13819 3.48234 0.460
H 19.24169 -4.32637 4.40003 0.494
O 19.93212 -6.77820 4.29717 -0.977
H 19.78239 -7.54978 4.85636 0.484
H 19.75359 -7.09055 3.40163 0.496
O 21.41470 -10.00751 5.70033 -0.967
H 21.81992 -10.05502 4.82273 0.476
H 21.39909 -9.05972 5.91197 0.492
O 19.38104 -11.11580 4.05232 -0.971
H 20.16372 -10.96642 4.60869 0.473
H 19.10616 -10.20908 3.84924 0.479
O 20.67642 -7.51956 6.85022 -0.984
H 20.73962 -7.56958 7.81268 0.493
H 21.04509 -6.65558 6.61879 0.507
O 21.34248 -8.67794 1.43980 -0.957
H 21.64588 -7.84521 1.83335 0.489
H 20.51481 -8.45795 1.00152 0.462
O 15.73444 -6.78400 4.89360 -0.956
H 16.65394 -6.99320 5.15368 0.482
H 15.20767 -7.48463 5.28812 0.466
O 17.93138 -8.67154 3.31917 -0.967
H 17.66567 -7.92402 3.87748 0.484
H 17.24935 -8.72525 2.64030 0.486
O 19.59289 -4.92823 0.70714 -0.956
H 18.94488 -5.52503 1.09864 0.484
H 19.09649 -4.12127 0.53212 0.486